# 1
# C48H104BCl2F5InN6O12S

A structure of composition C48H104BCl2F5InN6O12S at a distorted geometry (ωB97M-V/def2-TZVPD, OMol25).

Charge: -1
E: -140272.689 eV
Gap between HOMO and LUMO: 0.29120 Ha
HOMO: -6.213 eV
Maximum force: 7.330 eV/Å
E_LUMO: 1.711 eV

Each line ends with the Löwdin charge.
Positions of all 180 atoms, in Å:
C (5.804, -3.395, -1.070)  -0.150
C (5.741, -1.755, -1.025)  -0.686
Cl (7.112, -1.165, -2.185)  0.470
C (4.341, -1.100, -1.574)  -0.709
Cl (4.299, -1.258, -3.437)  0.443
In (2.462, -1.837, -0.549)  0.743
C (0.865, -0.232, -0.243)  -0.239
C (-0.042, 0.060, -1.606)  -0.272
O (-1.474, -0.230, -1.439)  -0.208
C (-2.290, 0.992, -1.367)  -0.160
C (-3.417, 1.036, -2.603)  -0.166
O (-4.721, 1.570, -2.181)  -0.168
C (-5.496, 0.602, -1.390)  -0.152
C (-6.604, 1.219, -0.302)  0.010
C (-7.527, 0.236, 0.685)  -0.008
C (-7.383, -1.429, 0.622)  -0.106
C (-8.299, -2.310, 1.655)  -0.444
C (-8.340, -1.434, 3.080)  -0.112
C (-7.528, -3.733, 2.077)  -0.085
C (-9.860, -2.515, 1.216)  -0.136
C (-10.113, -2.993, -0.326)  -0.508
C (-9.186, -4.243, -0.839)  -0.088
C (-11.689, -3.554, -0.373)  -0.107
C (-10.044, -1.796, -1.452)  -0.093
C (-6.298, -2.008, -0.466)  -0.017
C (-5.388, -1.033, -1.461)  0.008
C (1.462, -3.612, -1.629)  -0.159
B (2.543, -4.682, -2.255)  -0.569
O (2.656, -6.044, -1.622)  -0.001
O (3.472, -4.422, -3.380)  -0.027
S (3.022, -2.693, 1.777)  0.730
O (3.665, -4.113, 1.759)  -0.440
O (1.672, -2.859, 2.578)  -0.449
C (4.105, -1.520, 2.759)  -0.279
F (4.708, -0.417, 1.974)  -0.010
F (3.200, -0.861, 3.772)  -0.042
C (5.258, -2.308, 3.676)  -0.141
F (6.276, -3.013, 2.817)  0.013
F (5.954, -1.383, 4.623)  0.016
F (4.643, -3.380, 4.539)  0.020
H (5.963, -3.828, -2.161)  0.078
H (6.777, -3.711, -0.457)  0.097
H (4.890, -3.896, -0.536)  0.069
H (6.072, -1.401, 0.041)  0.100
H (4.414, 0.068, -1.358)  0.054
H (0.201, -0.598, 0.655)  0.059
H (1.433, 0.747, 0.053)  0.034
H (0.361, -0.724, -2.411)  0.106
H (0.207, 1.119, -2.037)  0.119
H (-1.690, 1.996, -1.419)  0.126
H (-2.905, 1.019, -0.344)  0.141
H (-3.469, 0.018, -3.193)  0.124
H (-2.971, 1.827, -3.376)  0.138
H (-6.674, 2.405, -0.239)  0.092
H (-8.246, 0.803, 1.419)  0.078
H (-9.048, -0.493, 2.994)  0.073
H (-8.697, -2.169, 3.941)  0.097
H (-7.253, -1.019, 3.256)  0.096
H (-8.383, -4.397, 2.576)  0.090
H (-6.698, -3.563, 2.888)  0.095
H (-7.165, -4.334, 1.134)  0.063
H (-10.411, -1.469, 1.343)  0.128
H (-10.392, -3.255, 1.980)  0.131
H (-9.025, -5.035, 0.040)  0.093
H (-9.792, -4.763, -1.727)  0.085
H (-8.168, -3.901, -1.303)  0.068
H (-12.391, -2.834, 0.271)  0.092
H (-11.691, -4.583, 0.221)  0.089
H (-12.089, -3.669, -1.473)  0.069
H (-8.933, -1.437, -1.698)  0.082
H (-10.726, -0.872, -1.231)  0.088
H (-10.428, -2.284, -2.472)  0.087
H (-6.133, -3.177, -0.585)  0.086
H (-4.645, -1.552, -2.237)  0.097
H (0.851, -4.198, -0.791)  0.062
H (0.660, -3.241, -2.413)  0.051
H (3.330, -6.578, -2.149)  0.095
H (4.364, -4.894, -3.221)  0.098
C (3.958, 1.291, 5.639)  -0.072
C (4.642, 2.639, 5.854)  -0.424
C (4.234, 3.332, 7.173)  -0.201
O (2.949, 3.960, 7.134)  -0.200
C (1.861, 3.084, 7.389)  -0.108
N (4.379, 3.498, 4.688)  0.037
H (2.906, 1.390, 5.361)  0.068
H (4.451, 0.738, 4.830)  0.052
H (4.016, 0.675, 6.542)  0.087
H (5.721, 2.448, 5.901)  0.135
H (4.949, 4.142, 7.362)  0.116
H (4.309, 2.649, 8.028)  0.116
H (2.113, 2.316, 8.125)  0.091
H (1.523, 2.626, 6.458)  0.075
H (1.032, 3.680, 7.781)  0.084
H (4.907, 4.364, 4.798)  0.069
H (3.403, 3.802, 4.750)  0.072
C (2.156, -3.427, 7.565)  -0.073
C (0.740, -3.472, 8.134)  -0.435
C (-0.237, -4.318, 7.286)  -0.205
O (-0.705, -3.663, 6.103)  -0.198
C (0.171, -3.766, 4.991)  -0.113
N (0.252, -2.095, 8.308)  0.029
H (2.236, -2.789, 6.682)  0.063
H (2.853, -3.028, 8.311)  0.074
H (2.500, -4.431, 7.294)  0.080
H (0.805, -3.939, 9.124)  0.129
H (-1.133, -4.503, 7.891)  0.114
H (0.182, -5.302, 7.048)  0.115
H (0.688, -4.730, 4.960)  0.095
H (0.892, -2.946, 5.005)  0.062
H (-0.424, -3.664, 4.080)  0.087
H (-0.660, -2.129, 8.767)  0.066
H (0.038, -1.729, 7.376)  0.073
C (-13.581, -6.351, -6.328)  -0.077
C (-13.019, -6.172, -4.919)  -0.430
C (-13.566, -4.922, -4.193)  -0.200
O (-12.971, -3.691, -4.615)  -0.202
C (-13.553, -3.129, -5.781)  -0.108
N (-11.550, -6.157, -4.989)  0.039
H (-13.156, -5.644, -7.044)  0.063
H (-13.357, -7.357, -6.702)  0.077
H (-14.669, -6.231, -6.333)  0.077
H (-13.324, -7.050, -4.338)  0.134
H (-13.318, -5.017, -3.129)  0.107
H (-14.660, -4.867, -4.251)  0.117
H (-14.632, -3.303, -5.831)  0.089
H (-13.060, -3.524, -6.672)  0.073
H (-13.377, -2.050, -5.761)  0.088
H (-11.179, -6.123, -4.039)  0.065
H (-11.275, -5.254, -5.387)  0.073
C (8.058, 4.254, -0.352)  -0.071
C (7.656, 3.135, -1.310)  -0.426
C (6.161, 3.164, -1.696)  -0.186
O (5.284, 2.651, -0.688)  -0.202
C (4.928, 3.593, 0.312)  -0.094
N (8.038, 1.842, -0.720)  0.044
H (7.704, 4.084, 0.668)  0.064
H (9.150, 4.338, -0.300)  0.076
H (7.669, 5.219, -0.694)  0.073
H (8.237, 3.275, -2.230)  0.102
H (6.025, 2.505, -2.563)  0.122
H (5.845, 4.164, -2.017)  0.114
H (4.826, 4.606, -0.090)  0.071
H (5.660, 3.575, 1.121)  0.073
H (3.965, 3.291, 0.734)  0.090
H (7.845, 1.105, -1.399)  -0.017
H (7.377, 1.649, 0.039)  0.072
C (11.878, 3.230, -4.981)  -0.076
C (10.462, 3.185, -4.412)  -0.431
C (9.485, 2.339, -5.260)  -0.190
O (9.017, 2.994, -6.443)  -0.192
C (9.893, 2.890, -7.555)  -0.112
N (9.974, 4.561, -4.238)  0.039
H (11.958, 3.868, -5.864)  0.061
H (12.575, 3.629, -4.235)  0.076
H (12.222, 2.226, -5.252)  0.078
H (10.527, 2.718, -3.422)  0.134
H (8.589, 2.154, -4.655)  0.117
H (9.904, 1.355, -5.498)  0.119
H (10.410, 1.927, -7.586)  0.089
H (10.613, 3.711, -7.541)  0.071
H (9.298, 2.993, -8.466)  0.086
H (9.062, 4.528, -3.779)  0.054
H (9.760, 4.928, -5.170)  0.072
C (3.625, 9.895, -1.728)  -0.078
C (3.050, 8.522, -2.066)  -0.432
C (2.844, 7.621, -0.828)  -0.193
O (4.045, 7.025, -0.329)  -0.213
C (4.794, 7.858, 0.543)  -0.103
N (3.914, 7.876, -3.067)  0.035
H (4.687, 9.858, -1.473)  0.063
H (3.527, 10.571, -2.587)  0.076
H (3.087, 10.349, -0.889)  0.077
H (2.066, 8.688, -2.520)  0.134
H (2.204, 6.781, -1.127)  0.123
H (2.308, 8.147, -0.029)  0.117
H (4.152, 8.487, 1.166)  0.090
H (5.490, 8.471, -0.032)  0.074
H (5.388, 7.214, 1.198)  0.087
H (3.480, 6.997, -3.351)  0.073
H (4.767, 7.579, -2.584)  0.070



# 2
# C48H104N8O8

A cluster of 8 separate species, C48H104N8O8 in total at a distorted geometry (ωB97M-V/def2-TZVPD, OMol25).

E: -79757.207 eV
Gap between HOMO and LUMO: 0.32647 Ha
HOMO: -8.306 eV
Maximum force: 5.119 eV/Å
E_LUMO: 0.578 eV

Each line ends with the Löwdin charge.
Positions of all 168 atoms, in Å:
C (-7.750, 2.458, 0.027)  -0.372
O (-7.712, 3.361, -0.783)  0.001
N (-7.043, 1.340, -0.144)  -0.157
C (-7.068, 0.247, 0.867)  -0.045
C (-6.288, 1.094, -1.389)  -0.029
H (-8.271, 2.554, 0.954)  0.129
H (-7.419, -0.666, 0.457)  0.070
H (-7.681, 0.515, 1.698)  0.069
H (-6.076, 0.103, 1.360)  0.091
H (-6.812, 0.342, -2.043)  0.103
H (-6.088, 2.027, -1.835)  0.062
H (-5.309, 0.616, -1.161)  0.085
C (-0.979, 0.010, 5.139)  -0.337
O (-0.905, -0.144, 3.944)  0.009
N (-1.806, 0.907, 5.717)  -0.187
C (-2.658, 1.778, 4.910)  -0.013
C (-1.840, 1.086, 7.159)  -0.048
H (-0.370, -0.521, 5.853)  0.102
H (-3.037, 1.185, 4.049)  0.091
H (-2.035, 2.596, 4.514)  0.105
H (-3.461, 1.976, 5.548)  0.065
H (-1.450, 0.165, 7.584)  0.086
H (-1.311, 1.990, 7.578)  0.111
H (-2.853, 1.151, 7.392)  0.059
C (-5.476, 2.733, 2.000)  -0.324
O (-6.073, 2.129, 2.929)  -0.059
N (-5.675, 4.030, 1.688)  -0.171
C (-6.755, 4.781, 2.247)  -0.056
C (-5.024, 4.564, 0.482)  -0.023
H (-4.688, 2.196, 1.403)  0.135
H (-7.182, 4.257, 3.079)  0.079
H (-7.534, 4.964, 1.490)  0.089
H (-6.385, 5.808, 2.492)  0.105
H (-4.600, 3.767, -0.043)  0.061
H (-5.770, 4.916, -0.176)  0.069
H (-4.305, 5.321, 0.634)  0.078
C (-1.884, 0.739, 0.611)  -0.351
O (-2.452, 1.586, -0.030)  -0.011
N (-0.692, 0.185, 0.255)  -0.152
C (-0.185, -1.102, 0.842)  -0.007
C (-0.131, 0.572, -0.999)  -0.070
H (-2.216, 0.515, 1.659)  0.131
H (0.894, -1.138, 0.824)  0.070
H (-0.556, -1.896, 0.159)  0.087
H (-0.458, -1.268, 1.859)  0.043
H (-0.340, 1.626, -1.189)  0.087
H (0.954, 0.507, -0.955)  0.076
H (-0.593, -0.036, -1.788)  0.060
C (-2.864, -1.256, -2.615)  -0.018
C (-3.213, -1.529, -4.111)  -0.507
C (-4.595, -0.952, -4.459)  -0.161
C (-4.504, 0.503, -4.782)  -0.176
C (-3.481, 0.789, -5.954)  -0.108
C (-2.081, 0.226, -5.522)  -0.474
N (-2.298, -1.214, -5.201)  -0.077
O (-1.013, -1.674, -4.915)  -0.032
C (-1.216, 0.450, -6.777)  -0.025
C (-1.498, 1.075, -4.329)  0.011
C (-3.289, -3.062, -4.136)  -0.051
H (-3.692, -1.722, -2.130)  0.070
H (-2.768, -0.214, -2.268)  0.063
H (-2.029, -1.891, -2.370)  0.069
H (-5.080, -1.445, -5.354)  0.139
H (-5.253, -1.153, -3.616)  0.106
H (-4.224, 1.011, -3.817)  0.114
H (-5.493, 0.878, -5.080)  0.111
H (-3.372, 1.856, -6.109)  0.106
H (-3.743, 0.287, -6.903)  0.125
H (-0.150, 0.512, -6.615)  0.058
H (-1.457, -0.416, -7.402)  0.093
H (-1.602, 1.369, -7.229)  0.085
H (-2.049, 1.024, -3.420)  0.040
H (-0.469, 0.744, -4.168)  0.075
H (-1.567, 2.015, -4.768)  0.066
H (-3.610, -3.388, -5.220)  0.127
H (-4.074, -3.408, -3.420)  0.093
H (-2.391, -3.566, -3.814)  0.059
H (-0.811, -2.142, -5.686)  0.086
C (4.494, 0.911, 0.094)  -0.032
C (4.144, 2.383, 0.262)  -0.503
C (3.415, 2.753, -1.049)  -0.154
C (2.660, 4.035, -1.007)  -0.219
C (1.659, 4.118, 0.074)  -0.119
C (2.330, 3.736, 1.485)  -0.517
N (3.077, 2.493, 1.252)  -0.100
O (3.418, 2.098, 2.543)  -0.026
C (3.180, 4.882, 2.055)  -0.036
C (1.177, 3.500, 2.399)  -0.072
C (5.402, 3.210, 0.529)  -0.021
H (5.154, 0.803, -0.756)  0.083
H (3.598, 0.274, -0.070)  0.086
H (5.011, 0.616, 1.005)  0.071
H (4.108, 2.755, -1.885)  0.125
H (2.706, 1.945, -1.240)  0.099
H (2.100, 4.157, -1.942)  0.116
H (3.493, 4.820, -1.050)  0.135
H (0.889, 3.404, -0.140)  0.095
H (1.276, 5.157, 0.234)  0.135
H (2.549, 5.652, 2.540)  0.085
H (3.937, 4.437, 2.757)  0.096
H (3.791, 5.497, 1.347)  0.078
H (0.494, 4.371, 2.469)  0.088
H (0.513, 2.576, 2.141)  0.115
H (1.516, 3.401, 3.464)  0.090
H (6.180, 2.950, -0.196)  0.089
H (5.905, 3.177, 1.493)  0.087
H (5.239, 4.251, 0.405)  0.045
H (3.091, 1.208, 2.594)  0.065
C (4.044, -0.788, -3.945)  0.015
C (2.848, -1.729, -4.617)  -0.484
C (3.502, -2.866, -5.349)  -0.168
C (4.070, -3.814, -4.382)  -0.212
C (3.021, -4.429, -3.461)  -0.111
C (2.187, -3.322, -2.735)  -0.474
N (1.852, -2.285, -3.742)  -0.071
O (1.071, -1.247, -3.144)  -0.052
C (0.850, -3.972, -2.279)  -0.033
C (2.901, -2.846, -1.452)  -0.024
C (2.201, -0.844, -5.693)  -0.040
H (4.853, -1.461, -3.518)  0.077
H (4.328, -0.029, -4.679)  0.068
H (3.676, -0.208, -3.112)  0.045
H (2.715, -3.414, -5.931)  0.145
H (4.294, -2.500, -5.977)  0.124
H (4.604, -4.640, -4.834)  0.114
H (4.843, -3.377, -3.810)  0.080
H (3.485, -5.000, -2.666)  0.115
H (2.327, -5.074, -4.006)  0.117
H (1.117, -4.762, -1.556)  0.088
H (0.207, -4.344, -3.072)  0.076
H (0.305, -3.227, -1.672)  0.062
H (2.917, -3.601, -0.653)  0.088
H (2.477, -1.925, -1.135)  0.047
H (3.986, -2.742, -1.620)  0.081
H (1.632, -0.036, -5.241)  0.072
H (2.930, -0.556, -6.407)  0.075
H (1.477, -1.467, -6.216)  0.075
H (0.265, -1.347, -3.673)  0.045
C (1.750, -4.947, 5.492)  -0.017
C (1.998, -3.468, 5.067)  -0.461
C (1.802, -2.406, 6.252)  -0.163
C (2.351, -1.100, 6.060)  -0.241
C (3.786, -1.089, 5.575)  -0.141
C (4.125, -2.029, 4.449)  -0.526
N (3.465, -3.352, 4.753)  -0.085
O (3.710, -4.136, 3.596)  -0.076
C (3.723, -1.378, 3.136)  -0.031
C (5.642, -2.252, 4.471)  -0.037
C (1.090, -3.047, 3.915)  -0.041
H (0.926, -4.987, 6.159)  0.067
H (2.603, -5.225, 6.064)  0.067
H (1.663, -5.545, 4.551)  0.097
H (0.721, -2.401, 6.317)  0.102
H (2.288, -2.849, 7.195)  0.150
H (2.207, -0.566, 7.025)  0.134
H (1.706, -0.570, 5.344)  0.092
H (4.318, -1.459, 6.500)  0.134
H (4.233, -0.104, 5.381)  0.132
H (4.427, -0.559, 2.904)  0.074
H (3.723, -2.099, 2.294)  0.098
H (2.757, -0.880, 3.256)  0.069
H (6.039, -2.668, 5.421)  0.091
H (5.909, -3.004, 3.715)  0.080
H (6.133, -1.285, 4.302)  0.088
H (1.327, -3.667, 2.990)  0.114
H (0.942, -1.986, 3.783)  0.045
H (0.136, -3.379, 4.208)  0.065
H (4.243, -4.915, 3.918)  0.133